1.
A structure of composition C42H52F5GeInN4O3SSe2. Source: the OMol25 dataset; level of theory: wB97M-V/def2-TZVPD.

```
111
Properties=species:S:1:pos:R:3:mulliken_charge:R:1
In -1.002 0.060 -0.210 0.159
N -5.386 -0.793 -0.490 -0.362
C -4.056 -0.705 -0.677 0.202
S -3.416 0.857 -0.923 -0.469
N -3.422 -1.853 -0.772 -1.608
N -2.108 -1.855 -0.859 1.217
C -1.506 -2.945 -1.225 0.536
C -2.266 -4.189 -1.502 -0.865
C -2.456 -4.658 -2.796 0.139
C -3.154 -5.834 -3.010 -0.779
C -3.658 -6.551 -1.937 -0.415
C -3.482 -6.080 -0.647 -0.889
C -2.789 -4.904 -0.430 -0.003
C -0.065 -2.970 -1.354 0.535
C 0.606 -4.122 -1.799 -0.835
C 1.978 -4.087 -1.924 -0.888
C 2.660 -2.925 -1.581 -1.111
C 1.919 -1.841 -1.142 -0.354
N 0.602 -1.857 -1.050 0.371
H -5.896 0.050 -0.290 0.224
H -5.761 -1.674 -0.183 0.245
H -2.067 -4.098 -3.634 0.487
H -3.299 -6.197 -4.015 0.411
H -4.181 -7.479 -2.107 0.406
H -3.877 -6.633 0.192 0.417
H -2.646 -4.523 0.571 0.568
H 0.053 -5.017 -2.038 0.518
H 2.515 -4.954 -2.282 0.444
H 3.735 -2.854 -1.658 0.540
H 2.398 -0.912 -0.862 0.594
O -4.340 4.977 -1.232 -0.636
C -2.934 4.875 -1.115 0.329
C -2.408 5.831 -0.030 0.790
C -2.763 7.288 -0.412 -1.142
O -4.127 7.570 -0.339 -0.579
C -3.004 5.515 1.338 -0.948
Se -2.402 3.748 1.970 -0.156
C -0.895 5.712 0.088 -1.198
Se -0.374 3.957 0.834 0.122
H -4.685 4.133 -1.541 0.362
H -2.464 5.150 -2.074 0.327
H -2.642 3.843 -0.875 -0.329
H -2.377 7.480 -1.427 0.422
H -2.273 7.983 0.277 0.444
H -4.596 6.865 -0.811 0.398
H -4.093 5.490 1.308 0.460
H -2.683 6.262 2.067 0.488
H -0.515 6.477 0.771 0.512
H -0.392 5.822 -0.874 0.556
C 4.483 -4.888 5.375 -1.512
C 3.433 -4.193 4.568 0.630
C 2.186 -4.769 4.356 -1.166
C 1.215 -4.140 3.596 1.192
C -0.106 -4.828 3.417 -1.571
C 1.502 -2.889 3.006 0.377
C 0.520 -2.268 2.136 -0.379
O 0.678 -1.248 1.495 0.241
C 2.753 -2.276 3.246 0.801
C 3.099 -0.935 2.693 -0.913
C 3.687 -2.944 4.020 -1.146
H 4.191 -5.910 5.601 0.374
H 4.644 -4.356 6.312 0.324
H 5.430 -4.901 4.837 0.360
H 1.974 -5.735 4.791 0.298
H -0.116 -5.760 3.977 0.379
H -0.290 -5.058 2.368 0.300
H -0.924 -4.206 3.779 0.346
H -0.441 -2.805 2.056 0.049
H 2.376 -0.187 3.011 0.055
H 3.073 -0.951 1.606 0.039
H 4.088 -0.627 3.023 0.505
H 4.650 -2.485 4.194 0.425
C 5.002 3.464 -0.469 -1.253
C 4.783 2.047 -0.985 -0.505
C 3.498 1.898 -1.806 -0.501
C 2.229 2.119 -0.991 -0.564
Ge 0.580 1.369 -1.861 0.311
C -0.250 2.660 -3.172 -0.201
C 0.680 3.127 -4.289 -0.814
C 1.134 1.972 -5.175 0.033
C 2.052 2.401 -6.309 -1.482
H 5.939 3.526 0.082 0.400
H 4.196 3.756 0.199 0.270
H 5.045 4.169 -1.298 0.304
H 4.756 1.357 -0.136 0.191
H 5.631 1.765 -1.616 0.426
H 3.480 0.890 -2.234 0.285
H 3.524 2.603 -2.641 0.351
H 2.070 3.182 -0.800 0.773
H 2.320 1.638 -0.015 0.167
H 1.094 0.205 -2.741 -0.329
H -0.606 3.522 -2.606 -0.322
H -1.130 2.176 -3.602 0.525
H 1.554 3.619 -3.855 0.219
H 0.163 3.867 -4.909 0.514
H 0.253 1.473 -5.586 0.365
H 1.664 1.252 -4.550 0.068
H 1.556 3.108 -6.969 0.350
H 2.353 1.539 -6.900 0.397
H 2.949 2.871 -5.913 0.299
F -3.555 -1.075 2.028 -0.315
C -2.625 -0.369 2.709 0.124
C -1.608 0.239 2.002 0.916
C -0.674 0.917 2.760 -0.082
F 0.365 1.493 2.105 -0.450
C -0.719 0.991 4.145 0.194
F 0.241 1.626 4.837 -0.365
C -1.763 0.366 4.819 0.714
F -1.825 0.411 6.158 -0.342
C -2.732 -0.318 4.094 0.011
F -3.738 -0.937 4.735 -0.344
```

Computed properties:
HOMO-LUMO gap in eV: 6.745
Molar mass in g mol⁻¹: 1133.3
Electronic energy in hartree: -10043.7926
Energy above the lowest of the compared OMol25 structures with the same formula, charge and spin in kJ/mol: 174.2
E_HOMO in eV: -7.3

---

2.
A structure of composition C42H52N7OPt. Source: the OMol25 dataset; level of theory: wB97M-V/def2-TZVPD.

```
103
Properties=species:S:1:pos:R:3:mulliken_charge:R:1
Pt -1.027 -0.413 -0.212 -0.673
C 1.062 1.467 -3.624 -1.634
C 1.106 0.031 -3.106 3.181
C 0.459 -0.918 -4.110 -1.435
C 2.523 -0.367 -2.727 0.360
C 3.470 -0.591 -3.721 -0.397
C 4.768 -0.956 -3.405 -1.478
C 5.107 -1.121 -2.070 -0.811
C 4.197 -0.897 -1.039 0.443
C 4.727 -1.193 0.369 0.189
C 3.740 -1.828 1.356 -1.344
C 5.486 -0.014 1.001 -1.367
C 2.894 -0.487 -1.379 -0.692
N 1.889 -0.284 -0.411 2.324
C 2.019 0.700 0.418 -2.096
C 1.061 1.049 1.436 0.213
C 1.277 1.941 2.490 -0.769
C 0.126 1.882 3.285 -1.887
C -0.756 0.978 2.664 -0.049
N -0.199 0.496 1.538 0.419
C -2.123 0.553 3.167 2.828
C -3.252 1.122 2.303 -1.243
C -2.323 1.063 4.598 -2.524
C -2.222 -0.975 3.165 -1.301
H 0.028 1.802 -3.745 0.438
H 1.559 1.536 -4.598 0.342
H 1.574 2.161 -2.949 0.213
H 0.525 -0.025 -2.177 -1.862
H 0.992 -0.912 -5.066 0.336
H -0.569 -0.603 -4.302 0.411
H 0.423 -1.942 -3.738 0.206
H 3.185 -0.483 -4.761 0.363
H 5.494 -1.143 -4.187 0.360
H 6.109 -1.445 -1.805 0.419
H 5.493 -1.954 0.195 0.734
H 3.058 -1.104 1.794 0.139
H 4.299 -2.293 2.171 0.532
H 3.137 -2.607 0.877 0.247
H 4.808 0.785 1.297 0.223
H 6.206 0.406 0.296 0.361
H 6.026 -0.340 1.892 0.407
H 2.896 1.354 0.386 0.502
H 2.180 2.513 2.656 0.568
H -0.045 2.413 4.208 0.557
H -3.238 2.213 2.314 0.333
H -4.222 0.791 2.687 0.491
H -3.143 0.768 1.272 -0.159
H -2.317 2.155 4.640 0.417
H -1.543 0.690 5.265 0.444
H -3.290 0.719 4.974 0.461
H -2.084 -1.362 2.155 -0.353
H -3.202 -1.288 3.540 0.406
H -1.444 -1.421 3.788 0.438
N -5.813 4.228 -0.255 -0.610
C -4.671 4.268 -0.133 0.059
C -3.244 4.346 0.015 0.356
C -2.429 3.297 -0.402 -1.082
C -1.061 3.378 -0.227 1.111
C -0.496 4.511 0.352 0.584
C -1.309 5.556 0.771 -0.582
C -2.678 5.471 0.609 -0.971
N 0.907 4.632 0.498 0.513
C 1.596 5.345 1.460 -0.255
C 2.913 5.152 1.178 -0.738
N 3.071 4.347 0.065 -0.675
C 1.845 4.058 -0.296 -0.118
H -2.845 2.385 -0.815 0.475
H -0.452 2.527 -0.486 -0.185
H -0.859 6.441 1.201 0.459
H -3.321 6.278 0.934 0.470
H 1.090 5.876 2.246 0.358
H 3.763 5.549 1.710 0.410
H 1.564 3.459 -1.150 0.400
N 1.575 -3.094 -1.409 0.536
C 1.054 -4.305 -1.128 0.002
O 1.241 -5.292 -1.829 -0.776
C 0.233 -4.371 0.116 0.618
C -0.630 -5.434 0.289 -0.765
C -1.453 -5.455 1.394 -0.518
C -1.353 -4.422 2.315 -0.410
N -0.467 -3.430 2.213 -0.349
C 0.280 -3.393 1.111 -0.425
H 2.076 -2.989 -2.277 0.164
H 1.202 -2.255 -0.980 -0.717
H -0.660 -6.208 -0.467 0.463
H -2.177 -6.247 1.537 0.397
H -2.011 -4.387 3.178 0.389
H 0.946 -2.535 1.046 1.042
C -3.380 -2.501 -2.876 -2.042
C -3.396 -1.857 -1.482 3.129
C -4.748 -1.167 -1.251 -1.885
C -3.179 -2.929 -0.417 -1.562
C -2.321 -0.796 -1.459 -0.352
H -4.151 -3.274 -2.946 0.446
H -2.411 -2.965 -3.073 0.305
H -3.568 -1.758 -3.655 0.441
H -5.557 -1.901 -1.299 0.429
H -4.936 -0.400 -2.008 0.462
H -4.774 -0.690 -0.270 0.281
H -3.955 -3.700 -0.476 0.576
H -3.196 -2.486 0.582 0.272
H -2.205 -3.403 -0.549 0.084
H -2.556 -0.077 -2.268 0.552
```

Computed properties:
HOMO-LUMO gap in eV: 6.832
Molar mass in g mol⁻¹: 866.0
Net charge: -1
Electronic energy in hartree: -2209.5658
Energy above the lowest of the compared OMol25 structures with the same formula, charge and spin in kJ/mol: 0.0
E_HOMO in eV: -4.5

---

3.
A structure of composition C42H52N8O4S6TeTi. Source: the OMol25 dataset; level of theory: wB97M-V/def2-TZVPD.

```
114
Properties=species:S:1:pos:R:3:mulliken_spin:R:1
Ti 0.130 -1.105 0.245 1.140
O -4.588 -1.869 -2.257 0.001
C -4.965 -1.248 -1.120 0.011
C -6.323 -1.008 -0.924 -0.008
C -6.768 -0.387 0.231 0.013
C -5.867 0.004 1.214 -0.009
C -4.516 -0.224 1.015 0.017
C -4.043 -0.844 -0.139 -0.009
C -2.585 -1.053 -0.294 0.107
O -1.802 -0.761 0.712 -0.033
N -2.207 -1.912 -1.216 -0.063
N -0.878 -2.233 -1.045 0.069
C -0.372 -3.289 -1.704 0.472
C 0.871 -3.888 -1.336 -0.142
C 1.488 -4.832 -2.183 0.171
C 2.647 -5.500 -1.825 -0.107
C 3.231 -5.259 -0.586 0.174
C 2.645 -4.346 0.287 -0.078
C 1.496 -3.642 -0.064 0.102
O 0.929 -2.821 0.809 0.027
H -3.608 -2.033 -2.169 0.000
H -7.012 -1.315 -1.701 0.000
H -7.828 -0.199 0.360 0.002
H -6.205 0.499 2.115 0.000
H -3.786 0.098 1.746 0.002
H -0.973 -3.742 -2.490 0.010
H 1.023 -5.035 -3.144 0.004
H 3.088 -6.216 -2.510 -0.004
H 4.137 -5.779 -0.297 0.020
H 3.060 -4.159 1.270 0.001
C 3.636 1.982 2.258 -0.001
N 3.010 1.093 3.205 0.001
C 3.718 0.903 4.447 0.001
C 1.986 0.250 2.830 0.009
N 1.859 -0.305 1.651 0.027
C 2.985 -0.620 0.881 0.004
C 4.197 -1.050 1.429 -0.003
C 5.257 -1.469 0.643 -0.004
C 5.119 -1.512 -0.737 0.012
C 3.915 -1.127 -1.301 -0.006
C 2.858 -0.662 -0.522 0.006
N 1.628 -0.317 -1.137 -0.073
C 1.682 0.416 -2.239 0.069
N 2.566 1.459 -2.373 0.003
C 3.448 1.517 -3.514 0.001
C 2.977 2.205 -1.206 -0.001
N 0.800 0.255 -3.237 -0.003
C 0.428 -1.063 -3.706 0.044
C 0.492 1.330 -4.161 0.003
N 1.096 -0.053 3.801 0.003
C 0.087 -1.065 3.523 0.018
C 0.725 0.921 4.815 0.000
H 4.569 1.572 1.851 0.000
H 3.852 2.929 2.762 0.000
H 2.940 2.188 1.454 0.000
H 4.758 0.609 4.247 0.000
H 3.245 0.120 5.033 0.000
H 3.736 1.823 5.041 0.000
H 4.288 -1.083 2.509 0.001
H 6.174 -1.801 1.115 0.000
H 5.919 -1.885 -1.364 0.003
H 3.758 -1.228 -2.370 0.000
H 3.090 0.853 -4.299 -0.001
H 4.459 1.198 -3.226 0.001
H 3.502 2.533 -3.917 0.000
H 2.161 2.193 -0.484 0.002
H 3.149 3.243 -1.502 0.000
H 3.893 1.805 -0.753 0.000
H 0.835 -1.821 -3.045 -0.003
H -0.659 -1.165 -3.721 0.007
H 0.821 -1.202 -4.721 -0.007
H 1.103 1.269 -5.073 0.000
H 0.629 2.292 -3.676 0.000
H -0.559 1.248 -4.434 0.001
H 0.544 -1.971 3.127 0.001
H -0.660 -0.684 2.815 0.001
H -0.421 -1.306 4.457 -0.001
H 0.894 0.516 5.818 0.000
H -0.331 1.172 4.708 0.000
H 1.293 1.837 4.682 0.000
Te -1.829 1.835 -1.272 -0.015
C -2.412 2.870 -3.026 0.001
C -3.214 2.278 -4.012 0.001
C -3.581 2.960 -5.164 0.000
C -3.160 4.267 -5.377 0.001
C -2.371 4.878 -4.408 0.000
C -2.007 4.192 -3.258 0.000
H -3.558 1.261 -3.859 0.000
H -4.203 2.463 -5.903 0.000
H -3.449 4.803 -6.274 0.000
H -2.036 5.901 -4.549 0.000
H -1.396 4.683 -2.509 -0.001
C -3.404 -3.215 2.717 0.000
S -1.730 -3.621 2.201 -0.003
C -2.168 -4.708 0.843 0.018
O -1.186 -4.491 3.289 0.001
H -3.906 -4.132 3.026 0.000
H -3.936 -2.718 1.905 0.000
H -3.320 -2.528 3.558 0.000
H -2.719 -4.137 0.095 -0.004
H -2.752 -5.539 1.242 0.002
H -1.233 -5.062 0.412 -0.003
C 0.902 5.806 2.766 0.000
S -0.539 5.839 1.669 0.000
C -1.506 4.587 2.408 -0.001
C -1.206 3.257 2.411 0.003
S 0.119 2.433 1.740 -0.008
S -2.412 2.291 3.259 0.003
C -3.470 3.540 3.796 0.000
S -4.830 3.278 4.725 0.000
S -2.951 5.081 3.263 0.000
H 1.667 6.443 2.319 0.000
H 1.271 4.782 2.820 0.000
H 0.655 6.179 3.760 0.000
```

Computed properties:
Spin multiplicity: 3
HOMO-LUMO gap (alpha / beta) in eV: 4.242 / 4.811
Molar mass in g mol⁻¹: 1100.8
Net charge: -2
Electronic energy in hartree: -5877.3944
Energy above the lowest of the compared OMol25 structures with the same formula, charge and spin in kJ/mol: 120.6
E_HOMO (alpha / beta) in eV: -0.5 / -1.0
⟨S²⟩: 2.036

---

4.
A structure of composition C42H52NO6SeV. Source: the OMol25 dataset; level of theory: wB97M-V/def2-TZVPD.

```
103
Properties=species:S:1:pos:R:3:mulliken_spin:R:1
V 0.717 -0.587 0.495 1.934
C 2.906 4.660 5.906 0.000
C 1.845 3.551 5.953 0.000
C 2.142 2.608 7.127 0.000
C 0.483 4.201 6.194 0.000
C 1.878 2.753 4.650 0.001
C 0.774 2.612 3.826 -0.001
C 0.859 1.839 2.678 0.014
Se -0.675 1.593 1.558 -0.018
C -1.602 0.253 2.578 -0.002
C -2.313 0.636 3.697 0.002
C -3.000 -0.307 4.452 0.002
C -2.971 -1.620 4.003 0.000
C -2.281 -2.060 2.867 -0.009
C -1.554 -1.090 2.162 -0.044
O -0.820 -1.400 1.084 0.113
C -2.438 -3.542 2.498 0.001
C -3.928 -3.808 2.219 0.001
C -1.980 -4.408 3.684 0.000
C -1.663 -4.011 1.263 -0.004
C -3.757 0.137 5.701 0.001
C -2.771 0.787 6.684 0.001
C -4.834 1.158 5.311 0.000
C -4.439 -1.033 6.410 0.000
C 2.050 1.210 2.302 -0.040
O 2.077 0.457 1.192 0.034
C 3.200 1.356 3.101 -0.008
C 3.056 2.120 4.257 0.001
C 4.554 0.682 2.848 -0.003
C 4.729 -0.429 3.897 0.000
C 4.725 0.049 1.464 0.000
C 5.683 1.716 3.003 0.000
H 2.876 5.249 6.825 0.000
H 3.912 4.251 5.806 0.000
H 2.730 5.330 5.063 0.000
H 2.125 3.159 8.070 0.000
H 1.397 1.812 7.181 0.000
H 3.124 2.142 7.029 0.000
H 0.507 4.762 7.129 0.000
H 0.218 4.897 5.395 0.000
H -0.311 3.455 6.278 0.000
H -0.165 3.090 4.070 -0.001
H -2.331 1.682 3.980 -0.004
H -3.522 -2.363 4.561 -0.001
H -4.559 -3.543 3.068 0.000
H -4.266 -3.233 1.355 0.000
H -4.081 -4.868 2.005 0.000
H -2.623 -4.285 4.556 0.000
H -2.013 -5.463 3.401 0.000
H -0.957 -4.163 3.972 0.000
H -1.897 -3.425 0.376 -0.001
H -0.587 -3.969 1.434 0.003
H -1.930 -5.053 1.070 0.000
H -2.308 1.678 6.256 0.000
H -3.291 1.088 7.597 0.000
H -1.975 0.091 6.954 0.000
H -4.399 2.041 4.840 0.000
H -5.547 0.720 4.610 0.000
H -5.382 1.488 6.197 0.000
H -3.718 -1.788 6.729 0.000
H -4.955 -0.669 7.300 0.000
H -5.182 -1.515 5.771 0.000
H 3.917 2.219 4.904 0.000
H 3.921 -1.160 3.818 -0.002
H 5.679 -0.948 3.743 0.000
H 4.720 -0.032 4.913 0.000
H 4.061 -0.800 1.317 0.001
H 4.539 0.761 0.660 -0.001
H 5.755 -0.305 1.378 0.000
H 5.733 2.145 4.003 0.000
H 6.645 1.240 2.805 0.000
H 5.556 2.532 2.290 0.000
C -1.027 2.498 -2.202 -0.003
C -1.732 1.206 -1.899 0.033
C -1.271 0.005 -2.436 -0.013
C -1.887 -1.197 -2.113 0.012
C -2.982 -1.218 -1.262 -0.016
C -3.455 -0.029 -0.727 0.011
C -2.832 1.172 -1.044 -0.012
H -0.842 2.607 -3.271 0.000
H -0.055 2.538 -1.702 0.002
H -1.610 3.356 -1.867 0.000
H -0.406 0.002 -3.088 -0.002
H -1.495 -2.122 -2.517 0.001
H -3.454 -2.158 -1.004 0.000
H -4.306 -0.034 -0.056 0.000
H -3.202 2.099 -0.621 -0.001
O 2.459 -2.181 -2.863 -0.003
C 2.214 -1.969 -1.699 -0.004
O 1.365 -1.074 -1.268 0.008
C 2.944 -2.695 -0.596 -0.004
C 4.305 -2.957 -0.730 -0.004
C 5.028 -3.480 0.331 0.001
C 4.410 -3.748 1.545 -0.002
C 3.055 -3.501 1.648 -0.007
C 2.300 -3.009 0.594 0.094
N 2.380 -3.722 2.930 0.001
O 2.929 -4.413 3.759 0.000
O 1.308 -3.167 3.094 0.000
H 4.782 -2.724 -1.672 0.000
H 6.089 -3.659 0.227 0.000
H 4.958 -4.130 2.394 0.000
H 1.218 -2.930 0.680 -0.068
```

Computed properties:
Spin multiplicity: 3
HOMO-LUMO gap (alpha / beta) in eV: 7.233 / 7.492
Molar mass in g mol⁻¹: 796.8
Electronic energy in hartree: -5483.2891
Energy above the lowest of the compared OMol25 structures with the same formula, charge and spin in kJ/mol: 84.3
E_HOMO (alpha / beta) in eV: -8.2 / -8.4
⟨S²⟩: 2.012